A molecular structure, C6H6FN, computed with ωB97M-V/def2-TZVPD.

The value obtained for the energy above the lowest of the compared OMol25 structures with the same formula, charge and spin is 407.61 kJ/mol. For the orbital gap, the calculation gives 9.3 eV. The value obtained for the molar mass is 111.119 g mol⁻¹. The calculation puts the total energy at -386.70185 Ha.

Last column: Löwdin charge in e.
Geometry (Å):
C (0.316, -0.738, 2.807)  -0.183
C (0.029, -0.057, -0.110)  -0.426
C (-0.165, -0.742, -1.260)  0.056
C (-1.009, 0.276, 0.956)  -0.085
C (1.222, 0.474, 0.473)  0.072
C (0.028, 0.371, 2.084)  -0.317
N (0.735, -1.664, 3.341)  0.198
F (0.042, 1.645, 2.668)  0.017
H (0.797, -0.849, -1.924)  0.099
H (-1.114, -1.147, -1.604)  0.055
H (-1.446, 1.339, 0.661)  0.165
H (-1.940, -0.345, 0.988)  0.130
H (2.116, -0.006, 0.305)  0.072
H (1.136, 1.639, 0.580)  0.148